[1]
Below is a structure of composition C43H36BrCrF4I2N4O2PS, with properties calculated with ωB97M-V with the def2-TZVPD basis set.

## Properties
E_tot, eV: -200886.194
Gap between HOMO and LUMO (spin up / spin down), Eh: 0.2509 / 0.2682
Spin multiplicity: 2
Energy above the lowest of the compared OMol25 structures with the same formula, charge and spin, kJ/mol: 103.9
Total charge: +1
HOMO energy (spin up / spin down), eV: -10.4 / -10.4

CARTESIAN COORDINATES (ANGSTROEM)
Cr 0.1592 -0.5671 -0.1524
I 0.4394 -3.0344 -6.9034
C -0.0338 -1.9996 -5.1635
C 0.1627 -0.6304 -5.1018
C -0.1116 0.0582 -3.9249
I 0.2701 2.0951 -3.8335
C -0.5878 -0.6173 -2.8097
O -0.7426 0.0160 -1.6270
C -0.8219 -1.9937 -2.8999
C -1.4677 -2.6600 -1.7290
N -0.7543 -2.4709 -0.4300
C -1.7031 -2.7636 0.6742
C -1.5553 -1.8455 1.8532
C -2.0292 -2.2006 3.1080
C -1.9252 -1.2912 4.1448
C -1.3316 -0.0596 3.9042
C -0.8799 0.2156 2.6303
N -1.0077 -0.6496 1.6163
C -0.5401 -2.6830 -4.0643
H 0.5437 -0.0925 -5.9582
H -1.6321 -3.7236 -1.9155
H -2.4446 -2.1925 -1.5894
H 0.0319 -3.1151 -0.3806
H -1.6610 -3.8103 0.9808
H -2.7088 -2.5916 0.2843
H -2.4667 -3.1776 3.2592
H -2.2877 -1.5438 5.1321
H -1.2115 0.6752 4.6866
H -0.4038 1.1574 2.4017
H -0.7167 -3.7494 -4.1160
F 1.3812 5.6961 3.5750
C 0.5672 5.0052 2.7933
C -0.7771 5.3208 2.7297
F -1.2540 6.3282 3.4451
C -1.6143 4.5883 1.8995
F -2.8824 4.9858 1.8420
C -1.1675 3.5133 1.1428
P -2.2323 2.4729 0.0526
C -2.3855 3.5445 -1.4159
C -3.1560 3.0643 -2.4750
C -3.2576 3.7811 -3.6548
C -2.5833 4.9868 -3.7981
C -1.8071 5.4675 -2.7562
C -1.7041 4.7478 -1.5727
C -3.9096 2.5425 0.7816
C -4.2414 1.5316 1.6813
C -5.5071 1.4674 2.2460
C -6.4689 2.3990 1.8880
C -6.1583 3.3951 0.9709
C -4.8881 3.4683 0.4237
C 0.2001 3.2347 1.2162
Br 1.0696 1.9221 0.1366
C 1.0590 3.9624 2.0206
F 2.3593 3.6963 2.0840
H -3.6854 2.1225 -2.3759
H -3.8635 3.3986 -4.4654
H -2.6637 5.5474 -4.7196
H -1.2790 6.4061 -2.8602
H -1.0922 5.1421 -0.7718
H -3.5046 0.7822 1.9405
H -5.7462 0.6820 2.9515
H -7.4615 2.3473 2.3148
H -6.9073 4.1214 0.6858
H -4.6544 4.2540 -0.2829
C 5.3242 -4.0580 -1.0140
C 5.5780 -2.5620 -1.1180
N 4.4274 -1.8101 -1.6496
C 4.5241 -1.3476 -3.0385
C 4.1128 -2.4142 -4.0420
C 3.3499 -1.5996 -0.8991
S 1.9913 -0.8584 -1.6412
N 3.4493 -2.0478 0.3744
C 2.5316 -1.8416 1.2781
O 1.4215 -1.2061 1.1567
C 2.7817 -2.4128 2.6306
C 4.0284 -2.9428 2.9543
C 4.2432 -3.4900 4.2079
C 3.2154 -3.5211 5.1407
C 1.9713 -2.9938 4.8226
C 1.7585 -2.4356 3.5735
H 6.2428 -4.5644 -0.7180
H 5.0041 -4.4725 -1.9691
H 4.5603 -4.2677 -0.2681
H 6.4035 -2.3637 -1.7998
H 5.8422 -2.1484 -0.1463
H 5.5582 -1.0392 -3.1937
H 3.9035 -0.4613 -3.1514
H 4.7527 -3.2936 -3.9773
H 4.1891 -2.0192 -5.0550
H 3.0788 -2.7197 -3.8758
H 4.8194 -2.9178 2.2187
H 5.2143 -3.8939 4.4602
H 3.3862 -3.9538 6.1176
H 1.1718 -3.0150 5.5515
H 0.7979 -2.0086 3.3204

[2]
Below is a structure of composition C43H36BrF5ILaN6O4, with properties calculated with ωB97M-V with the def2-TZVPD basis set.

## Properties
E_tot, eV: -154895.332
Gap between HOMO and LUMO, Eh: 0.2282
Spin multiplicity: 1
Total charge: -2
HOMO energy, eV: -2.5

CARTESIAN COORDINATES (ANGSTROEM)
La -0.3045 -0.4574 -0.0258
C 1.8850 4.0495 -3.5765
N 2.0895 3.1237 -2.5023
C 3.4615 2.6941 -2.2659
C 1.3166 1.9728 -2.6783
C -0.1338 2.1191 -2.2598
N -0.3902 2.0579 -0.8388
C -0.5174 3.1856 -0.1639
C -0.8809 3.0685 1.2559
F -0.9580 1.7595 1.6823
C -1.0315 4.0760 2.1837
F -1.0715 3.6481 3.4770
C -1.0066 5.4118 1.7589
C -0.6837 5.5881 0.4236
F -0.7169 6.9117 -0.0360
C -0.5042 4.5775 -0.5301
F -0.3294 4.8898 -1.8265
H 2.3491 3.7133 -4.5466
H 2.3910 4.8957 -3.2228
H 0.8333 4.0709 -3.6723
H 3.4490 2.0679 -1.3651
H 4.1157 3.5263 -2.2497
H 3.8031 2.0378 -3.0747
H 1.8156 1.1150 -2.2008
H 1.3356 1.7059 -3.7510
H -0.6786 1.2299 -2.5897
H -0.6288 2.9811 -2.6692
H -1.3198 6.1531 2.4590
Br 3.2220 4.5753 5.0267
C 2.8098 3.3881 3.6090
C 2.9937 3.7632 2.2552
C 2.5236 2.9403 1.1993
C 2.1336 1.6159 1.5069
C 2.0412 1.2244 2.8634
C 2.3254 2.0830 3.8965
N 2.0373 0.5584 0.5523
C 2.9125 -0.3740 0.6264
C 2.9798 -1.6027 -0.1407
C 4.2193 -2.1280 -0.4849
C 4.2199 -3.3537 -1.1125
C 3.0700 -4.0707 -1.3940
C 1.8714 -3.4487 -1.1287
N 1.8323 -2.1897 -0.5762
H 3.3936 4.7974 2.0580
H 2.7809 3.1631 0.1110
H 1.7905 0.2140 3.1107
H 2.1548 1.8088 4.9269
H 3.8584 -0.2446 1.2280
H 5.1553 -1.9194 -0.0573
H 5.1830 -3.8131 -1.3694
H 3.1244 -4.9994 -2.0330
H 0.9466 -3.8191 -1.5322
O 3.1357 -1.7554 2.5511
C 2.2992 -2.7404 2.4539
O 2.5525 -3.9023 2.1005
C 0.8386 -2.3416 2.7529
O 0.2490 -2.9111 3.6507
O 0.3898 -1.5675 1.8519
I -3.5059 -0.0957 -2.2491
C -4.6630 0.4691 -0.6003
C -5.9616 0.9744 -0.8113
C -6.7230 1.3346 0.2825
C -6.3277 0.9669 1.5074
C -5.1174 0.2801 1.7519
C -4.8026 -0.1122 3.1086
C -3.5596 -0.5181 3.3553
C -2.6026 -0.6109 2.2914
C -2.8805 -0.4013 0.9791
C -4.2413 0.0203 0.7065
H -6.1776 1.2039 -1.8310
H -7.7631 1.6342 0.0674
H -6.9798 1.1836 2.3096
H -5.5147 0.0521 3.9110
H -3.2125 -0.7069 4.4033
H -1.5338 -0.7650 2.4798
C -2.3461 -4.2029 2.0130
N -1.2157 -4.8596 1.3762
C -0.3856 -5.6619 2.2891
C -1.1685 -5.0598 0.0501
N -0.9278 -5.0824 -1.0946
H -3.0994 -4.9508 2.3122
H -2.7463 -3.3759 1.3742
H -1.8965 -3.7422 2.8864
H -0.9178 -6.4390 2.7183
H 0.0159 -5.0199 3.0832
H 0.4491 -6.1189 1.7960
F 0.0742 -3.4003 -6.3902
C -0.0075 -2.8837 -5.1665
C -1.0094 -3.2201 -4.3039
C -1.1035 -2.4536 -3.1043
C -0.2397 -1.4114 -2.7046
C 0.8009 -1.1952 -3.6675
C 0.8720 -1.8758 -4.8452
H -1.7450 -4.0393 -4.5177
H -1.9327 -2.7057 -2.4531
H 1.6904 -0.6310 -3.5155
H 1.6722 -1.7030 -5.4951

[3]
Below is a structure of composition C43H36MoN3O6, with properties calculated with ωB97M-V with the def2-TZVPD basis set.

## Properties
E_tot, eV: -63762.237
Gap between HOMO and LUMO, Eh: 0.2268
Spin multiplicity: 1
Energy above the lowest of the compared OMol25 structures with the same formula, charge and spin, kJ/mol: 0.0
Total charge: +3
HOMO energy, eV: -16.8

CARTESIAN COORDINATES (ANGSTROEM)
Mo -1.8717 1.3485 1.2832
O -5.9773 1.5233 0.7453
C -4.8018 1.5639 0.6122
N -3.8315 0.9781 1.4923
C -4.3132 0.0830 2.4951
O -5.4000 -0.3835 2.5630
C -3.2164 -0.2134 3.4686
C -3.4094 -0.9285 4.6266
C -2.3356 -1.0584 5.4978
C -1.1182 -0.4630 5.1757
C -0.9942 0.2252 3.9897
N -2.0359 0.3292 3.1390
C -4.1034 2.2490 -0.5143
C -4.7632 2.8472 -1.5589
C -3.9982 3.4223 -2.5662
C -2.6113 3.3760 -2.4824
C -2.0152 2.7726 -1.3954
N -2.7666 2.2141 -0.4270
H -4.3890 -1.3397 4.8323
H -2.4502 -1.5971 6.4295
H -0.2747 -0.5165 5.8494
H -0.0728 0.7199 3.7095
H -5.8453 2.8515 -1.5644
H -4.4787 3.9028 -3.4087
H -1.9880 3.8110 -3.2509
H -0.9389 2.7303 -1.2842
C 2.2643 -3.5930 -1.3036
C 2.4354 -2.2127 -1.8945
C 3.2107 -2.1916 -3.1849
O 1.1619 -1.5790 -2.0902
C 0.9290 -0.5649 -1.1514
C 2.1454 -0.6328 -0.2047
O 3.1053 -1.3627 -0.9367
C 2.9152 0.6570 0.0494
O -1.2279 2.7284 1.9152
C 3.9647 0.6678 0.9551
C 4.7394 1.8581 1.1314
C 5.8347 1.8599 1.9555
C 6.2067 0.6789 2.6016
C 5.4815 -0.5103 2.4395
C 4.3736 -0.5237 1.6377
C 2.5669 1.8600 -0.7303
C 1.7682 2.8488 -0.1553
C 1.4304 3.9732 -0.8955
C 1.8711 4.1039 -2.2067
C 2.6636 3.1165 -2.7739
C 3.0185 1.9908 -2.0412
C -0.4768 -0.8203 -0.5543
O -0.6959 0.4181 0.3759
C -0.5982 -2.0639 0.2883
C -1.0614 -3.2264 -0.3307
C -1.0921 -4.4227 0.3690
C -0.6764 -4.4731 1.6924
C -0.2120 -3.3230 2.3127
C -0.1645 -2.1269 1.6098
C -1.5714 -0.6765 -1.5926
C -1.3008 -0.3498 -2.9168
C -2.3433 -0.2420 -3.8329
C -3.6512 -0.4493 -3.4313
C -3.9282 -0.7785 -2.1062
C -2.8931 -0.8991 -1.1975
H 1.6557 -4.2040 -1.9692
H 1.7793 -3.5459 -0.3274
H 3.2397 -4.0649 -1.1938
H 2.7486 -2.8688 -3.9018
H 4.2323 -2.5245 -3.0074
H 3.2205 -1.1871 -3.6052
H 0.8953 0.4039 -1.6558
H 1.8925 -1.1339 0.7310
H 4.4545 2.7574 0.6028
H 6.4188 2.7593 2.0904
H 7.0844 0.6778 3.2367
H 5.8140 -1.4127 2.9330
H 3.8424 -1.4522 1.4821
H 1.4591 2.7638 0.8816
H 0.8529 4.7660 -0.4355
H 1.6191 4.9880 -2.7766
H 3.0275 3.2277 -3.7865
H 3.6503 1.2275 -2.4762
H -1.3725 -3.2016 -1.3652
H -1.4435 -5.3197 -0.1229
H -0.7070 -5.4081 2.2353
H 0.1283 -3.3609 3.3396
H 0.2340 -1.2463 2.0989
H -0.2866 -0.2250 -3.2686
H -2.1219 -0.0177 -4.8679
H -4.4567 -0.3852 -4.1511
H -4.9464 -0.9793 -1.7976
H -3.1069 -1.2206 -0.1819

> What is the formula in the first record?

C43H36BrCrF4I2N4O2PS

> Number 2 is which compound?

C43H36BrF5ILaN6O4